C23H39FNO15 | ωB97M-V/def2-TZVPD

```
! RIJCOSX wB97M-V def2-TZVPD def2/J DEFGRID3
* xyz 1 1
C -6.9521 2.4135 -3.1559
O -6.5644 2.7170 -1.7953
C -6.1801 1.5462 -1.0802
C -4.6968 1.1061 -1.3322
N -3.9504 1.6378 -2.3765
C -2.6374 1.2610 -2.6363
C -1.9603 0.2518 -1.8244
C -2.7114 -0.3860 -0.6983
C -2.0874 -1.4987 0.1953
O -2.3601 -2.6396 -0.0857
O -1.2478 -1.2823 1.2527
C -4.1057 0.0748 -0.4422
C -4.9183 -0.5376 0.7542
C -5.0429 0.4836 1.9772
C -3.8794 1.5321 2.0664
F -2.5803 0.9582 2.1175
H -8.0473 2.1777 -3.2563
H -6.3449 1.5423 -3.5369
H -6.6591 3.2978 -3.7971
H -6.4270 1.7124 -0.0018
H -6.8588 0.7078 -1.4408
H -4.3616 2.3365 -2.9984
H -2.0326 1.7146 -3.4622
H -0.9119 -0.0887 -1.9979
H -0.8474 -0.3878 1.2208
H -5.9657 -0.8246 0.4363
H -4.4594 -1.4904 1.1404
H -6.0020 1.0811 1.9334
H -5.0679 -0.0826 2.9467
H -3.8747 2.2859 1.2290
H -4.0130 2.1147 3.0271
C 1.0524 -2.1322 -0.5500
O 2.2464 -2.5845 0.0779
C 3.3030 -1.8002 -0.1599
O 3.2825 -0.7962 -0.8338
O 4.3585 -2.3141 0.4670
C 5.5697 -1.5727 0.2978
H 0.2548 -2.8304 -0.3016
H 0.7748 -1.1440 -0.1805
H 1.1734 -2.1187 -1.6353
H 5.4655 -0.5657 0.7024
H 5.8558 -1.5377 -0.7543
H 6.3512 -2.0887 0.8520
C 3.5135 1.7993 0.3431
O 4.1116 2.8790 1.0583
C 3.7378 2.9574 2.3416
O 2.9695 2.2150 2.9004
O 4.3644 4.0011 2.8932
C 4.0583 4.2076 4.2727
H 3.8838 1.8317 -0.6792
H 3.7955 0.8457 0.7823
H 2.4273 1.9079 0.3209
H 4.3622 3.3456 4.8679
H 2.9949 4.4112 4.4049
H 4.6217 5.0764 4.6087
C 3.4066 -5.6382 5.9290
O 2.2293 -4.9523 5.5028
C 2.1865 -4.6993 4.1895
O 3.0302 -4.9955 3.3836
O 1.0396 -4.0580 3.9279
C 0.8585 -3.7226 2.5529
H 3.3299 -5.7874 7.0048
H 3.4791 -6.6142 5.4475
H 4.2958 -5.0408 5.7239
H 0.8295 -4.6233 1.9370
H 1.6446 -3.0506 2.2144
H -0.0979 -3.2104 2.4604
C 3.1854 0.6514 -3.3299
O 1.9836 1.3135 -3.7480
C 1.9155 1.5562 -5.0630
O 2.7499 1.2727 -5.8784
O 0.7473 2.1733 -5.3128
C 0.5411 2.4946 -6.6901
H 3.1272 0.5088 -2.2543
H 3.2700 -0.3273 -3.8043
H 4.0606 1.2642 -3.5521
H 0.5239 1.5895 -7.2985
H 1.3103 3.1814 -7.0443
H -0.4272 2.9867 -6.7733
*
```

The HOMO-LUMO gap comes out at 7.44 eV. As for the total energy: -2182.73049 hartree.

These are the Mulliken partial charges, in e, on atoms 1 to 6: C -0.72; O -0.45; C -0.28; C 0.46; N 0.13; C -0.69